1.
The following is a DFT calculation (wB97M-V/def2-TZVPD) of a 2-piece molecular cluster, C17H13F2N2O4S overall at a distorted geometry.

Its LUMO energy is 2.0 eV. The highest occupied orbital energy comes out at -3.2 eV. The energy above the lowest of the compared OMol25 structures with the same formula, charge and spin is 28.2 kcal per mole.

```
! wB97M-V def2-TZVPD RIJCOSX def2/J DEFGRID3
* xyz -1 1
C -5.624 0.681 3.695
C -4.398 0.602 2.845
C -3.802 1.770 2.345
C -2.612 1.687 1.628
C -2.017 0.421 1.337
C -0.668 0.333 0.846
N 0.222 0.982 1.655
O 1.475 0.850 1.605
O -0.296 1.724 2.550
C -2.744 -0.748 1.695
C -3.854 -0.650 2.531
H -5.824 -0.292 4.153
H -5.505 1.420 4.492
H -6.496 0.977 3.100
H -4.260 2.735 2.585
H -2.169 2.607 1.250
H -0.359 -0.324 0.041
H -2.334 -1.699 1.357
H -4.312 -1.543 2.966
F 1.472 0.212 -6.900
C 1.347 -0.451 -5.694
F 2.492 -1.175 -5.466
S 0.990 0.785 -4.438
N 2.003 0.179 -3.163
C 3.426 0.142 -3.048
O 4.254 0.547 -3.836
C 3.626 -0.449 -1.697
C 2.394 -0.626 -1.082
C 2.311 -1.095 0.221
C 3.509 -1.372 0.912
C 4.755 -1.201 0.275
C 4.822 -0.743 -1.053
C 1.330 -0.146 -1.989
O 0.120 0.008 -1.831
H 0.491 -1.140 -5.695
H 1.329 -1.287 0.633
H 3.486 -1.701 1.956
H 5.672 -1.413 0.830
H 5.749 -0.607 -1.611
*
```


2.
The following is a DFT calculation (wB97M-V/def2-TZVPD) of C41H54CuN6O3P2 as an isolated structure.

Its LUMO energy (alpha / beta) is -4.3 / -7.5 eV. The highest occupied orbital energy (alpha / beta) comes out at -12.8 / -12.8 eV.

```
! wB97M-V def2-TZVPD RIJCOSX def2/J DEFGRID3
* xyz 2 2
Cu 0.834 -0.545 0.071
C 1.740 4.333 1.142
N 1.728 3.297 2.169
C 2.286 3.642 3.475
C 1.330 2.058 1.868
O 0.922 1.729 0.747
C 1.413 1.030 2.987
O 0.984 -0.204 2.472
C 1.231 -1.306 3.321
C 1.449 -2.534 2.437
O 1.522 -2.386 1.217
N 1.572 -3.720 3.036
C 1.758 -4.923 2.235
C 1.524 -3.938 4.472
H 2.767 4.611 0.897
H 1.249 3.960 0.249
H 1.217 5.216 1.507
H 3.233 3.132 3.657
H 2.475 4.712 3.492
H 1.591 3.415 4.283
H 2.451 0.966 3.340
H 0.796 1.348 3.836
H 2.127 -1.135 3.928
H 0.384 -1.456 3.997
H 1.627 -4.683 1.185
H 2.756 -5.333 2.397
H 1.019 -5.668 2.532
H 1.409 -3.010 5.022
H 0.684 -4.591 4.718
H 2.444 -4.419 4.805
C -3.229 0.359 0.529
C -2.320 1.551 0.874
P -2.625 3.024 -0.138
C -1.988 2.995 -1.773
C -0.916 2.145 -2.096
C -0.410 2.154 -3.380
C -0.934 3.022 -4.334
C -1.965 3.896 -4.006
C -2.490 3.894 -2.730
C -4.323 3.551 -0.054
C -5.239 3.148 -1.033
C -6.567 3.517 -0.917
C -6.982 4.288 0.162
C -6.076 4.689 1.134
C -4.744 4.322 1.032
C -2.772 -0.466 -0.669
P -1.150 -1.363 -0.560
C -1.530 -2.717 0.599
C -1.538 -4.062 0.240
C -1.788 -5.041 1.194
C -2.034 -4.691 2.512
C -2.006 -3.352 2.884
C -1.742 -2.376 1.936
C -1.134 -2.070 -2.232
C -0.059 -1.765 -3.061
C -0.020 -2.218 -4.373
C -1.064 -2.984 -4.866
C -2.148 -3.289 -4.051
C -2.187 -2.832 -2.744
H -4.247 0.714 0.347
H -3.304 -0.274 1.414
H -1.258 1.305 0.804
H -2.521 1.892 1.894
H -0.492 1.485 -1.346
H 0.396 1.485 -3.647
H -0.528 3.026 -5.337
H -2.355 4.577 -4.749
H -3.286 4.578 -2.469
H -4.915 2.548 -1.875
H -7.280 3.205 -1.668
H -8.021 4.579 0.245
H -6.405 5.294 1.968
H -4.036 4.642 1.786
H -2.715 0.148 -1.572
H -3.529 -1.228 -0.871
H -1.340 -4.356 -0.782
H -1.797 -6.082 0.899
H -2.247 -5.455 3.248
H -2.192 -3.071 3.913
H -1.676 -1.339 2.249
H 0.750 -1.164 -2.663
H 0.825 -1.979 -5.006
H -1.037 -3.346 -5.884
H -2.964 -3.885 -4.437
H -3.038 -3.080 -2.121
C 3.299 -1.649 -1.280
N 2.779 -0.366 -0.716
C 2.920 0.679 -1.764
N 4.288 0.820 -2.221
C 4.740 -0.473 -2.749
N 4.670 -1.525 -1.734
C 5.510 -1.134 -0.602
N 5.071 0.143 -0.027
C 3.694 0.007 0.401
C 5.132 1.167 -1.074
H 2.668 -1.943 -2.120
H 3.224 -2.409 -0.503
H 2.563 1.625 -1.351
H 2.288 0.399 -2.609
H 5.768 -0.375 -3.097
H 4.112 -0.752 -3.598
H 6.543 -1.038 -0.936
H 5.463 -1.908 0.165
H 3.357 0.961 0.808
H 3.617 -0.768 1.166
H 6.164 1.272 -1.410
H 4.800 2.123 -0.662
*
```


3.
The following is a DFT calculation (wB97M-V/def2-TZVPD) of C24H39F4HgN12S as an isolated structure.

Its LUMO energy (alpha / beta) is 0.4 / -0.2 eV. The highest occupied orbital energy (alpha / beta) comes out at -5.8 / -6.2 eV. The energy above the lowest of the compared OMol25 structures with the same formula, charge and spin is 14.2 kcal per mole.

```
! wB97M-V def2-TZVPD RIJCOSX def2/J DEFGRID3
* xyz 0 2
Hg -0.208 -0.161 0.328
C 2.676 -1.997 -0.439
N 2.441 -0.988 0.577
C 2.865 -1.445 1.886
C 3.013 0.295 0.195
C 2.616 1.460 1.097
N 1.221 1.815 0.929
C 0.522 2.439 1.902
C -0.805 2.851 1.602
F -1.269 2.628 0.355
C -1.640 3.452 2.505
F -2.885 3.791 2.111
C -1.233 3.744 3.796
C 0.070 3.419 4.103
F 0.544 3.706 5.331
C 0.921 2.800 3.209
F 2.183 2.551 3.640
H 3.755 -2.192 -0.585
H 2.245 -1.669 -1.384
H 2.183 -2.927 -0.160
H 3.963 -1.495 1.974
H 2.456 -2.440 2.066
H 2.486 -0.784 2.665
H 2.669 0.515 -0.820
H 4.117 0.236 0.188
H 3.234 2.310 0.778
H 2.905 1.231 2.123
H -1.890 4.204 4.518
C -1.316 3.215 -2.753
N -2.608 2.817 -2.227
C -3.731 3.315 -3.006
C -2.671 1.553 -1.649
N -1.806 0.631 -1.758
N -3.829 1.354 -0.891
C -3.960 0.467 0.190
N -5.294 0.350 0.552
N -2.977 -0.081 0.777
H -1.313 4.300 -2.861
H -1.101 2.770 -3.733
H -0.531 2.939 -2.052
H -3.737 4.404 -2.982
H -4.682 2.962 -2.617
H -3.660 2.997 -4.054
H -1.025 0.872 -2.360
H -4.423 2.162 -0.810
H -5.982 0.510 -0.165
H -5.518 -0.392 1.190
H -3.280 -0.688 1.532
C -4.096 -4.355 1.564
C -2.698 -4.860 1.200
C -2.047 -4.066 0.108
N -0.796 -3.777 0.065
N -0.430 -3.044 -1.046
C -1.432 -2.794 -1.829
N -1.323 -2.153 -3.036
S -2.938 -3.442 -1.261
H -4.487 -4.895 2.426
H -4.793 -4.489 0.734
H -4.064 -3.291 1.810
H -2.756 -5.904 0.887
H -2.039 -4.810 2.065
H -0.520 -1.535 -3.070
H -2.160 -1.673 -3.325
N 0.935 0.176 -3.295
C 1.910 -0.368 -3.606
N 3.000 -1.023 -3.963
C 4.314 -0.372 -3.970
C 5.364 -1.351 -3.464
C 5.322 -2.645 -4.280
C 3.925 -3.267 -4.205
C 2.884 -2.281 -4.716
H 4.268 0.516 -3.344
H 4.559 -0.061 -4.991
H 5.157 -1.580 -2.415
H 6.347 -0.883 -3.525
H 6.068 -3.349 -3.908
H 5.566 -2.423 -5.326
H 3.691 -3.517 -3.167
H 3.872 -4.181 -4.797
H 1.875 -2.668 -4.592
H 3.049 -2.080 -5.781
*
```


4.
The following is a DFT calculation (wB97M-V/def2-TZVPD) of one molecule with the formula C2H4N2 at a distorted geometry.

Its LUMO energy is 0.9 eV. Its structure (SMILES) is N#CCN. The highest occupied orbital energy comes out at -10.0 eV. The energy above the lowest of the compared OMol25 structures with the same formula, charge and spin is 24.0 kcal per mole.

```
! wB97M-V def2-TZVPD RIJCOSX def2/J DEFGRID3
* xyz 0 1
N 0.535 0.195 -2.826
C 0.373 -0.293 -1.778
C 0.169 -0.551 -0.341
N -0.288 0.611 0.409
H -0.523 -1.459 -0.073
H 1.246 -0.840 0.029
H -1.189 0.713 0.785
H -0.054 1.391 -0.196
*
```


5.
The following is a DFT calculation (wB97M-V/def2-TZVPD) of C5H2F5P as an isolated structure at a distorted geometry.

Its LUMO energy is -1.4 eV. The highest occupied orbital energy comes out at -9.1 eV.

```
! wB97M-V def2-TZVPD RIJCOSX def2/J DEFGRID3
* xyz 0 1
C -0.791 1.164 0.951
C -1.427 0.986 -0.306
C 0.005 0.111 1.197
C -1.028 -0.162 -0.850
C -0.043 -0.754 0.063
F -0.870 2.233 1.710
F -2.212 2.048 -0.684
F 0.754 -0.061 2.265
F -1.426 -0.734 -1.997
F -0.070 -2.122 0.206
P 2.099 -0.303 -1.060
H 2.382 -1.655 -1.603
H 2.628 -0.749 0.109
*
```


6.
The following is a DFT calculation (wB97M-V/def2-TZVPD) of an isolated ion of composition C3H7N2S2 and charge +1 at a distorted geometry.

Its LUMO energy (alpha / beta) is -5.9 / -5.9 eV. The highest occupied orbital energy (alpha / beta) comes out at -11.8 / -11.8 eV. The energy above the lowest of the compared OMol25 structures with the same formula, charge and spin is 99.2 kcal per mole.

```
! wB97M-V def2-TZVPD RIJCOSX def2/J DEFGRID3
* xyz 1 1
C 0.709 -0.664 0.013
C -0.212 1.152 -1.170
C 0.027 1.461 1.184
N -0.382 -1.628 -0.251
N 0.194 0.685 -0.053
S -0.634 1.980 -2.368
S -0.575 -2.203 -2.013
H 1.373 -0.874 -0.790
H 1.010 -0.767 1.052
H 0.882 2.089 1.387
H -0.226 0.641 1.801
H -0.695 2.205 0.906
H -1.312 -1.418 0.055
H -0.157 -2.659 0.247
*
```